(1)
C11H18O | ωB97M-V/def2-TZVPD

Values from the calculation:
- net charge = 0
- SMILES = Cc1ccc(O)cc1.CC(C)C
- Kohn-Sham gap (eV) = 9.1067

Each line ends with the Mulliken charge.
Element x y z (Å)
C -2.46416 -0.09162 -0.16476  0.837
C -2.92435 -0.69548 -1.49316  -1.430
C -3.60784 0.07558 0.90097  -1.396
C -1.27255 -1.03161 0.46682  -1.470
H -2.03028 0.89860 -0.31846  0.242
H -2.08903 -0.98568 -2.17458  0.321
H -4.33749 -0.72873 0.86200  0.340
H -3.11656 -0.09879 1.88022  0.360
H -4.11220 1.02049 0.84414  0.370
H -1.86687 -1.64197 1.11588  0.585
H -0.91049 -1.61544 -0.35121  0.386
H -3.74724 -0.21458 -2.09194  0.326
H -3.22165 -1.72986 -1.28783  0.374
H -0.51258 -0.47312 0.99186  0.147
C 2.78217 0.77809 2.42040  -1.579
C 1.74487 0.16115 -1.74404  0.645
C 1.87451 1.49013 -1.14206  -0.520
C 1.92442 -0.91389 -0.86341  -0.497
C 2.20057 1.66535 0.17047  -0.682
C 2.15194 -0.69938 0.49349  -0.544
C 2.28543 0.56687 1.00459  1.137
O 1.92482 0.01507 -3.03985  -0.491
H 1.74731 2.28973 -1.93598  0.268
H 2.33201 0.79046 -3.32977  0.300
H 1.85726 -1.89036 -1.43784  0.260
H 2.50558 2.62223 0.54453  0.436
H 2.07478 -1.63403 1.10046  0.190
H 2.21156 1.52866 3.01871  0.339
H 3.88735 0.66167 2.47926  0.371
H 2.70870 -0.11954 3.08109  0.376



(2)
C11H18O | ωB97M-V/def2-TZVPD

Values from the calculation:
- net charge = 0
- SMILES = C=C[C@H](C(C)=O)C1CCCCC1
- Kohn-Sham gap (eV) = 10.1096

Each line ends with the Mulliken charge.
Element x y z (Å)
O 0.48010 2.11738 1.42299  -0.586
C 0.89014 1.00285 1.13416  0.341
C 2.31584 0.39912 -2.07820  -0.808
C 1.89859 -0.12388 -0.85482  -0.485
C 1.57824 0.23804 2.25350  -1.248
C 0.57182 0.30232 -0.22098  0.514
C -2.36139 -2.93990 -0.28574  -0.595
C -2.87058 -1.52481 0.05336  -0.769
C -1.25772 -2.93733 -1.36522  -0.878
C -1.72793 -0.61354 0.53138  -0.944
C -0.59107 -1.57339 -1.53230  -0.810
C -0.37257 -0.95270 -0.11457  0.064
H 1.64805 0.99399 -2.67579  0.291
H 3.31186 0.18635 -2.46532  0.278
H 2.58390 -0.75265 -0.27524  0.311
H 1.41754 0.74018 3.18996  0.392
H 1.17551 -0.77348 2.31027  0.312
H 2.65230 0.21679 2.06187  0.324
H 0.08278 1.02443 -0.84597  0.488
H -3.19116 -3.53864 -0.59076  0.427
H -1.93996 -3.40444 0.63547  0.272
H -3.61873 -1.66751 0.85888  0.371
H -3.37503 -1.04203 -0.79408  0.347
H -0.47564 -3.67302 -1.17278  0.309
H -1.70910 -3.23195 -2.30280  0.411
H -1.67014 -0.73175 1.60897  0.332
H -1.97732 0.41706 0.32440  0.362
H -1.24987 -0.86125 -2.09208  0.261
H 0.33806 -1.63876 -2.12958  0.452
H 0.09372 -1.69915 0.52350  0.265



(3)
C11H18Si | ωB97M-V/def2-TZVPD

Values from the calculation:
- net charge = 0
- Kohn-Sham gap (alpha / beta) (eV) = 7.1285 / 7.4229

Each line ends with the Mulliken charge.
Element x y z (Å)
C -0.05529 -2.52070 0.10310  0.009
C 1.21905 -2.93417 -0.07087  -0.875
C -0.33337 -1.18568 0.21896  -0.228
C 1.74412 -0.59425 0.08111  -0.434
C 1.39946 1.75046 0.40389  -1.209
C 2.22714 0.69503 0.19493  1.485
C 2.26973 -1.89140 -0.18474  -0.210
C 3.74354 0.85220 -0.18816  -1.374
C -3.43693 -0.87986 -0.04612  -1.025
C -1.52577 1.20287 -1.55775  -0.897
C -1.99808 1.09185 1.78181  -1.256
Si -1.71699 0.06533 0.04272  0.152
H -0.87744 -3.20849 0.11051  0.399
H 1.35792 -3.93037 -0.46716  0.328
H 1.82629 2.64552 0.32189  0.438
H 0.46718 1.74008 0.92172  0.185
H 3.18209 -2.02389 0.44555  0.370
H 2.55056 -2.10677 -1.13344  0.315
H 4.13547 0.89942 0.83035  0.333
H 3.95538 1.84496 -0.65703  0.371
H 4.14182 -0.05598 -0.73206  0.296
H -3.18441 -1.87108 -0.62717  0.215
H -3.76178 -1.15324 1.00094  0.267
H -4.37267 -0.25827 -0.36053  0.301
H -2.51781 1.61111 -1.85519  0.325
H -0.72762 1.97735 -1.32254  0.279
H -1.01414 0.57088 -2.34629  0.299
H -2.26789 0.43760 2.63593  0.283
H -1.27883 1.72633 1.98927  0.614
H -2.92895 1.66705 1.48092  0.243



(4)
C11H19BaO9 | ωB97M-V/def2-TZVPD

Values from the calculation:
- net charge = -3
- Kohn-Sham gap (eV) = 5.3420

Each line ends with the Mulliken charge.
Element x y z (Å)
Ba 0.01298 -0.53392 -0.24961  1.917
C 0.66852 2.46965 1.65598  -1.215
C 1.69591 2.79842 0.54069  0.718
C 3.05597 3.00850 1.13398  -1.469
O 1.62052 1.81964 -0.46724  -0.874
H 0.99592 1.74239 2.39894  0.115
H -0.32437 2.24421 1.26680  0.324
H 0.55466 3.34622 2.29376  0.471
H 1.47672 3.75853 0.07352  -0.023
H 3.83262 3.17348 0.38719  0.373
H 3.34622 2.16873 1.76535  0.252
H 3.17612 3.89492 1.75681  0.422
C -4.73591 0.27340 -0.14423  -1.192
C -3.24220 -0.00802 -0.10159  0.911
O -2.54626 0.66373 0.69156  -0.720
O -2.87634 -1.12978 -0.56399  -0.764
H -4.94050 0.85456 -1.04340  0.247
H -5.01978 0.85515 0.73273  0.280
H -5.30214 -0.65798 -0.14149  0.283
C 0.86136 -1.34044 4.77191  -1.040
C 0.04984 -1.41101 3.49211  0.544
O -1.07695 -1.95492 3.57786  -0.773
O 0.52554 -0.97826 2.41445  -0.572
H 1.91894 -1.29727 4.51160  0.257
H 0.61437 -2.15039 5.45825  0.317
H 0.66469 -0.47436 5.40381  0.245
C -1.25706 0.57837 -5.01617  -1.128
C -1.18430 0.77481 -3.53521  0.596
O -0.66127 -0.15207 -2.82859  -0.660
O -1.54441 1.87704 -3.11321  -0.714
H -0.28767 0.28336 -5.41787  0.292
H -1.41384 1.47648 -5.61359  0.314
H -1.90785 -0.24599 -5.30772  0.238
C 2.10873 -4.06093 -2.03644  -0.961
C 1.77467 -3.28971 -0.76802  0.678
O 0.76214 -3.56690 -0.05446  -0.741
O 2.24003 -2.14582 -0.74714  -0.740
H 2.40474 -5.10820 -1.97574  0.317
H 2.81342 -3.50371 -2.65371  0.280
H 1.14620 -4.05190 -2.54787  0.194



(5)
C11H19CaNO3 | ωB97M-V/def2-TZVPD

Values from the calculation:
- net charge = +2
- Kohn-Sham gap (eV) = 9.8090

Each line ends with the Mulliken charge.
Element x y z (Å)
Ca 0.13766 0.22616 -0.28268  2.252
C 3.61782 0.41880 -0.06040  -0.873
O 2.35239 -0.19672 0.28793  -0.445
C 2.48196 -1.29250 1.22534  -0.614
C 1.64583 -2.44910 0.74477  -0.420
O 0.30835 -1.95121 0.54363  -0.430
C -0.60089 -2.86601 -0.09868  -0.704
C -0.59824 -2.65877 -1.59482  -0.460
O -0.75718 -1.24622 -1.84484  -0.420
C -1.16992 -0.97346 -3.20554  -0.840
H 4.11050 0.78103 0.84035  0.343
H 4.24592 -0.30717 -0.57370  0.357
H 3.40363 1.25539 -0.72128  0.301
H 3.52551 -1.59417 1.31026  0.508
H 2.14682 -0.94756 2.20620  0.302
H 2.02961 -2.85526 -0.19459  0.355
H 1.63398 -3.23775 1.49951  0.386
H -0.34412 -3.89597 0.15194  0.431
H -1.58606 -2.65656 0.31841  0.323
H 0.32331 -3.00054 -2.07315  0.375
H -1.43421 -3.20669 -2.03470  0.490
H -2.15630 -1.40026 -3.37905  0.333
H -1.21459 0.10717 -3.32626  0.302
H -0.44670 -1.39432 -3.90321  0.341
C -2.59843 4.09337 1.75418  -0.068
C -3.21021 3.13661 0.95704  -0.753
C -2.43554 2.12358 0.43036  -0.027
N -1.11347 2.01930 0.65319  -0.608
C -0.53579 2.95340 1.42890  -0.063
C -1.23533 3.99968 1.99479  -0.737
H -3.17717 4.90083 2.18224  0.419
H -4.26914 3.17273 0.74602  0.399
H -2.89097 1.36242 -0.19508  0.417
H 0.53086 2.85683 1.60299  0.426
H -0.71988 4.72291 2.60993  0.400



(6)
C11H19Cl10N3 | ωB97M-V/def2-TZVPD

Values from the calculation:
- net charge = 0
- SMILES = ClCCl.ClCCl.ClCCl.ClCCl.ClCCl.CC#N.CC#N.CC#N
- Kohn-Sham gap (eV) = 10.7281

Each line ends with the Mulliken charge.
Element x y z (Å)
C -1.97050 -1.39232 2.94651  -0.300
Cl -2.45267 0.31557 3.22815  -0.117
Cl -2.75513 -2.57924 4.02407  -0.170
H -2.33114 -1.70351 1.98760  0.296
H -0.91781 -1.46190 3.11725  0.275
C 2.88434 1.80643 -2.87314  0.050
Cl 2.57013 2.89907 -1.48843  -0.137
Cl 3.86388 0.41108 -2.33061  -0.167
H 1.91593 1.43261 -3.22788  -0.088
H 3.32770 2.40040 -3.64047  0.351
C -0.83187 -6.31727 -0.00216  -0.139
Cl -1.77286 -5.66655 1.34906  -0.139
Cl 0.91487 -6.47187 0.33980  -0.157
H -1.22496 -7.31067 -0.18592  0.278
H -1.03234 -5.55959 -0.75861  0.167
C -1.45828 3.10022 4.93301  -0.174
Cl -2.33064 3.78286 3.58678  -0.143
Cl 0.19176 3.56105 4.98523  -0.161
H -1.90051 3.53487 5.79024  0.329
H -1.46048 2.03149 4.97181  0.148
C 0.11261 1.11417 0.47572  0.011
Cl 1.02208 2.02336 1.74489  -0.088
Cl -1.03426 2.35900 -0.34900  -0.197
H 0.87806 0.91339 -0.28932  0.169
H -0.53377 0.38593 0.94811  0.069
C 4.41726 -0.45655 2.28539  -0.471
C 3.76118 -0.44081 3.61875  0.268
N 3.16973 -0.31449 4.60317  -0.396
H 3.66725 -0.04821 1.56776  0.095
H 4.67775 -1.48194 1.93596  0.276
H 5.35469 0.16480 2.36055  0.240
C -1.54185 -0.85003 -3.81799  -0.555
C -1.32310 -1.92444 -2.88830  0.357
N -1.18913 -2.79113 -2.15657  -0.408
H -2.57905 -0.80805 -4.09369  0.296
H -0.99568 -0.88389 -4.77681  0.325
H -1.21321 -0.00422 -3.23741  -0.047
C -2.09971 2.78841 -3.89599  -0.589
C -0.77911 2.54412 -4.47041  0.407
N 0.22125 2.23316 -4.91038  -0.472
H -2.12900 2.62928 -2.80116  0.081
H -2.78358 2.17369 -4.44411  0.291
H -2.30983 3.86172 -4.16143  0.335



Among the records above, which one has the highest net charge? C11H19CaNO3